No. 1
Computed, not measured: one molecule with the formula C12H18O4 at a distorted geometry, with the ωB97M-V functional and the def2-TZVPD basis.

The geometry in XYZ format:
```
34
C12H18O4 the ωB97M-V functional and the def2-TZVPD basis
C 3.97 -2.48 0.72
C 2.77 -1.86 0.51
C 2.68 -0.41 0.48
C 1.51 0.30 0.57
C 1.62 1.82 0.52
O 0.26 2.26 0.57
C -0.59 1.19 0.13
O -0.51 1.13 -1.28
C -0.75 2.37 -2.01
C -2.04 1.24 0.61
C -2.80 -0.01 0.13
C -2.10 -1.36 0.46
O -2.76 -2.36 -0.30
C -0.58 -1.36 0.20
O -0.32 -1.47 -1.25
C 0.09 -0.11 0.74
H 3.98 -3.58 0.64
H 4.88 -1.96 0.95
H 1.92 -2.49 0.29
H 3.63 0.16 0.38
H 2.20 2.24 1.34
H 2.07 2.15 -0.41
H 0.10 2.63 -2.70
H -0.97 3.15 -1.29
H -1.62 2.22 -2.66
H -2.09 1.26 1.71
H -2.48 2.17 0.25
H -2.90 0.01 -0.98
H -3.84 -0.03 0.51
H -2.25 -1.50 1.52
H -2.38 -2.31 -1.18
H -0.15 -2.26 0.66
H -0.44 -0.60 -1.64
H -0.06 -0.15 1.84
```

The frontier orbital gap is 9.03 eV. As for the HOMO energy: -8.30 eV. The calculation puts the energy above the lowest of the compared OMol25 structures with the same formula, charge and spin at 288.5 kJ/mol. Its structure (SMILES) is C=C/C=C1/CO[C@]2(OC)CC[C@@H](O)[C@@H](O)[C@@H]12. Its total energy is -20923.987 eV. The calculation puts the lowest unoccupied orbital energy at 0.72 eV.


No. 2
Computed, not measured: a 2-piece molecular cluster, C12H18OSi overall at a distorted geometry, with the ωB97M-V functional and the def2-TZVPD basis.

The geometry in XYZ format:
```
32
C12H18OSi the ωB97M-V functional and the def2-TZVPD basis
C -4.00 0.14 -2.14
C -3.64 0.95 -1.03
C -3.18 -0.89 -2.58
C -2.46 0.72 -0.38
C -2.10 -1.23 -1.81
C -1.75 -0.40 -0.68
C 1.66 0.01 -2.56
C 1.36 0.34 -1.24
C 2.63 -1.02 2.84
C -0.27 -0.11 2.12
C 2.10 1.84 1.80
C 1.83 -0.39 -0.16
O 2.44 -1.56 -0.33
Si 1.63 0.12 1.71
H -4.85 0.33 -2.77
H -4.13 1.84 -0.65
H -3.52 -1.57 -3.32
H -2.34 1.27 0.49
H -1.67 -2.18 -2.04
H 1.55 0.66 -3.48
H 2.49 -0.66 -2.66
H 0.72 1.22 -0.97
H 2.02 -1.72 3.48
H 3.13 -1.62 2.13
H 3.24 -0.38 3.57
H -0.65 -0.75 1.08
H -0.42 -0.70 3.05
H -0.93 0.78 2.07
H 2.02 2.12 2.96
H 3.23 2.11 1.56
H 1.42 2.58 1.25
H 2.43 -1.84 -1.32
```

The frontier orbital gap (alpha / beta) is 8.93 / 6.47 eV. As for the HOMO energy (alpha / beta): -8.80 / -6.83 eV. The calculation puts the energy above the lowest of the compared OMol25 structures with the same formula, charge and spin at 658.5 kJ/mol. Its total energy is -22655.562 eV. The calculation puts the lowest unoccupied orbital energy (alpha / beta) at 0.13 / -0.37 eV.